[1]
ORCA calculation (ωB97M-V/def2-TZVPD) on a cluster of 4 separate species, C6H20O6S in total at a distorted geometry.

Last column: Löwdin charge in e.
Element x y z (Å)
1 C -16.4086 -20.2830 1.4471  -0.075
2 C -17.2451 -21.3408 2.1407  -0.268
3 O -17.2720 -21.3749 3.6137  -0.279
4 S -18.0457 -22.6967 4.3462  0.712
5 C -16.5768 -23.8488 4.1297  -0.104
6 O -18.1840 -22.5471 5.8269  -0.318
7 O -19.2042 -23.1931 3.6227  -0.302
8 H -15.3360 -20.3640 1.6233  0.076
9 H -16.7647 -19.2576 1.5463  0.081
10 H -16.5416 -20.5098 0.3893  0.079
11 H -18.2030 -21.1381 1.6616  0.116
12 H -16.9466 -22.3117 1.7454  0.104
13 H -16.7801 -24.7137 4.7612  0.062
14 H -15.7066 -23.2810 4.4588  0.063
15 H -16.3951 -24.1266 3.0915  0.052
16 C -15.0895 -22.8871 -2.9300  -0.151
17 O -16.4624 -23.1408 -2.6306  -0.139
18 H -14.9043 -22.1220 -3.6839  0.082
19 H -14.5579 -22.7521 -1.9880  0.072
20 H -14.7779 -23.8516 -3.3308  0.070
21 H -16.5083 -23.8653 -2.0024  0.062
22 C -17.0332 -27.5206 -1.5242  -0.159
23 O -17.3896 -26.7075 -0.4084  -0.132
24 H -17.6496 -28.4195 -1.5302  0.083
25 H -17.1086 -26.9689 -2.4612  0.072
26 H -15.9596 -27.6902 -1.4421  0.073
27 H -17.8073 -27.3476 0.1723  0.067
28 C -9.9523 -20.1202 0.9574  -0.166
29 O -10.4069 -20.7918 2.1283  -0.129
30 H -8.9205 -20.3901 0.7322  0.076
31 H -10.6855 -20.1679 0.1523  0.078
32 H -9.8250 -19.1029 1.3276  0.076
33 H -10.4127 -21.7133 1.8593  0.065

## Properties
* SMILES string: CCOS(C)(=O)=O.CO.CO.CO
* energy relative to the best compared isomer or geometry (same formula, charge and spin): 147.4 kJ/mol

[2]
ORCA calculation (ωB97M-V/def2-TZVPD) on a structure of composition C20H29N4OSTa at a distorted geometry.

Last column: Löwdin charge in e.
Element x y z (Å)
1 Ta -0.1496 -0.0836 -0.0183  1.926
2 C 2.8391 -3.2327 -0.2349  0.040
3 C 3.3191 -2.9450 -1.5752  0.062
4 C 2.9018 -1.9012 -2.3241  0.055
5 C 1.7645 -1.3018 -1.8043  -0.238
6 N 1.2712 -1.5215 -0.5700  -0.113
7 C 1.8290 -2.4752 0.3049  -0.052
8 C 0.9903 -0.3053 -2.5762  -0.171
9 C 1.3585 0.1346 -3.8282  0.029
10 C 0.4015 0.7937 -4.5993  0.051
11 C -0.8773 1.1657 -4.1086  0.028
12 C -1.2590 0.8057 -2.8094  -0.030
13 C -0.3060 0.1135 -2.0217  -0.256
14 H 3.4081 -3.9937 0.3397  0.156
15 H 4.1347 -3.5687 -1.9213  0.151
16 H 3.3608 -1.7009 -3.2861  0.154
17 H 1.4728 -2.4660 1.3445  0.126
18 H 2.3009 -0.0542 -4.2889  0.131
19 H 0.6241 1.0109 -5.6573  0.156
20 H -1.5097 1.7239 -4.7556  0.129
21 H -2.0275 1.2947 -2.2525  0.106
22 O -1.6063 -1.1008 0.6254  -0.666
23 S -2.1446 -2.5260 1.2881  1.185
24 C -3.3858 -2.8936 -0.0096  -0.256
25 C -4.7680 -2.9242 0.6975  -0.179
26 C -4.6435 -1.9602 1.8283  -0.198
27 C -3.3469 -2.3067 2.6136  -0.254
28 H -3.0496 -3.7936 -0.5648  0.124
29 H -3.2975 -2.1069 -0.7675  0.104
30 H -4.8538 -4.0092 1.0176  0.160
31 H -5.6196 -2.7741 0.0372  0.147
32 H -5.5162 -1.9724 2.4628  0.147
33 H -4.4444 -0.9552 1.5129  0.114
34 H -3.2006 -3.2671 3.1654  0.143
35 H -3.0026 -1.6124 3.3739  0.117
36 C 2.8401 1.2674 0.1868  0.000
37 N 1.5678 1.2325 1.0075  -0.257
38 C 1.8687 0.6480 2.3389  0.004
39 C 0.6177 2.3317 1.0430  -0.435
40 N -0.5172 1.8414 0.5766  -0.002
41 N 0.7488 3.5216 1.4558  -0.046
42 C 1.9664 4.0223 2.0238  0.052
43 C -0.5374 4.3032 1.4919  0.083
44 H 3.7174 1.4451 0.7995  0.107
45 H 2.7734 1.9498 -0.7415  0.154
46 H 3.0505 0.3154 -0.2736  0.065
47 H 1.9504 -0.3847 2.2073  0.054
48 H 1.0011 0.8823 2.9721  0.126
49 H 2.8304 1.1527 2.6526  0.137
50 H -1.3525 2.4402 0.5026  0.116
51 H 1.7656 4.4342 3.0200  0.141
52 H 2.5259 4.7127 1.3931  0.135
53 H 2.6496 3.1677 2.1229  0.085
54 H -0.2578 5.2686 1.7413  0.097
55 H -1.1617 3.8698 2.3136  0.148
56 H -1.0154 4.2876 0.5279  0.107

## Properties
* total charge: +4

For the records above, the corresponding frontier orbital gap values read 10.62 6.60 eV.
For the records above, the corresponding electronic energy values read -29662.99798 -41562.76360 eV.